[1]
The following is a DFT calculation (ωB97M-V with the def2-TZVPD basis set) of a molecular structure, C20H13Cl3N3O6ReS2 in a non-equilibrium geometry.

Values from the calculation:
HOMO-LUMO gap (spin up / spin down) in eV: 5.23 / 5.29
Multiplicity: 2
Relative energy (zero: lowest compared OMol25 entry of this formula, charge and spin) in kcal per mole: 65.0
E_HOMO (spin up / spin down) in eV: -10.940 / -10.958
<S²>: 0.807
Net charge: +1

```
48
Properties=species:S:1:pos:R:3:forces:R:3
Re -0.203686 0.935580 -0.373140 3.2 2.6 2.5
O -1.958083 2.065145 -1.458746 1.1 -0.2 0.3
S -2.928369 1.282535 -0.687183 -2.9 0.1 -0.6
O -3.986375 0.727862 -1.463929 0.1 0.2 0.2
O -2.171052 0.266470 0.103298 1.3 -0.3 -0.2
C -3.703821 2.201968 0.651383 -0.1 -0.4 -0.6
C -5.057518 2.477782 0.538312 0.2 0.0 -0.2
C -5.770541 2.944434 1.633507 0.2 0.0 0.1
C -5.137656 3.101126 2.857342 0.0 -0.1 -0.2
C -3.782006 2.831976 2.974234 0.2 0.0 0.0
C -3.072051 2.387552 1.868204 0.6 0.0 0.4
S -1.294567 2.322314 2.068948 0.7 -0.4 1.9
O -0.971141 3.156400 3.170158 -0.2 -0.1 -0.1
O -0.781745 0.841009 2.400834 -1.2 1.3 1.0
O -0.646998 2.654315 0.802786 0.0 -0.1 -0.8
H -5.533931 2.303260 -0.414792 -0.1 0.0 0.0
H -6.820550 3.170856 1.534712 -0.1 0.0 0.0
H -5.695716 3.431182 3.720467 0.0 0.0 0.0
H -3.257974 2.978839 3.905025 0.0 0.1 0.1
C 4.476940 2.246824 -3.211979 -0.2 0.0 0.1
C 3.104317 2.335495 -3.426477 0.1 -0.1 -0.1
C 2.215589 2.128500 -2.392964 0.0 -0.1 0.6
C 2.702597 1.830949 -1.109569 1.1 0.1 -1.0
C 4.089975 1.806929 -0.888178 -0.4 -0.1 0.2
C 4.963218 2.001054 -1.934487 -0.1 0.0 -0.2
N 1.825132 1.440313 -0.114021 -4.9 -0.9 -1.7
N 2.347900 1.250297 1.062847 1.0 -0.7 2.8
C 1.653107 0.578193 1.947855 -0.3 0.6 -1.5
C 2.277957 0.026174 3.090459 0.3 -0.5 1.2
C 1.806602 -1.141266 3.613252 0.8 1.2 -0.3
C 0.727146 -1.835379 2.984791 -1.1 -0.1 -0.9
C -0.000441 -1.264015 2.003502 0.0 -0.4 0.5
C 0.236508 0.147272 1.613561 0.1 0.1 -2.1
H 5.161742 2.368562 -4.036230 0.0 0.1 -0.1
H 2.730963 2.553523 -4.413690 -0.1 0.0 -0.1
H 1.146492 2.203055 -2.559077 -0.1 0.1 -0.1
H 4.443351 1.597607 0.105884 0.1 0.0 0.1
H 6.025848 1.934042 -1.762750 0.1 0.0 0.0
H 3.195490 0.468002 3.444583 0.0 0.1 0.1
H 2.298303 -1.597177 4.458895 0.1 0.0 0.0
H 0.495730 -2.836841 3.316233 -0.1 -0.1 0.0
H -0.894288 -1.715589 1.600588 0.0 -0.2 -0.1
Cl 0.736789 -3.179374 -4.060888 -0.3 0.4 0.3
C -0.525843 -1.984989 -3.668014 -0.5 -0.7 -1.4
Cl -0.703960 -0.807303 -5.012768 0.0 -0.3 0.2
Cl -2.085892 -2.802211 -3.351375 0.5 0.3 0.0
C -0.197732 -1.204719 -2.521576 0.8 1.2 2.3
N 0.000838 -0.489195 -1.622230 -0.5 -2.4 -2.5
```
Forces are in eV/Å.

Results of the Löwdin charge analysis, in e, for atoms 1 through 8:
1. Re 1.51
2. O -0.34
3. S 0.52
4. O -0.23
5. O -0.40
6. C -0.21
7. C -0.02
8. C -0.02

[2]
The following is a DFT calculation (ωB97M-V with the def2-TZVPD basis set) of a molecular structure, C20H13ClF6N8O10RuS2 in a non-equilibrium geometry.

Values from the calculation:
HOMO-LUMO gap (spin up / spin down) in eV: 7.50 / 7.08
Multiplicity: 6
Relative energy (zero: lowest compared OMol25 entry of this formula, charge and spin) in kcal per mole: 74.5
E_HOMO (spin up / spin down) in eV: -5.671 / -6.315
<S²>: 8.814
Net charge: -1

```
61
Properties=species:S:1:pos:R:3:forces:R:3
Ru -0.918563 0.300816 0.610873 0.6 0.0 -0.8
O -1.760268 6.193210 0.125077 0.5 0.2 0.1
C -0.468581 6.043387 0.404485 -0.2 0.3 0.0
O 0.267383 6.999758 0.542761 -0.4 -0.7 -0.1
C 0.026284 4.629580 0.494911 1.1 0.1 -0.1
C 1.375065 4.266834 0.579372 -0.4 0.3 0.3
Cl 2.723268 5.251647 0.917100 -0.1 0.0 -0.1
N 1.477612 2.912822 0.526043 -0.3 0.2 -0.2
N 0.244999 2.385995 0.450960 -0.7 -0.7 0.0
C -0.621575 3.383582 0.422887 0.0 -0.1 0.1
C -2.080181 3.035054 0.419402 -0.7 -0.2 0.2
O -2.939090 3.883463 0.168033 0.4 0.3 -0.1
O -2.346818 1.834590 0.736040 -0.1 0.3 0.1
C 2.642018 2.146576 0.222701 0.3 -0.3 0.0
C 3.640705 2.723587 -0.564233 0.4 -0.3 -0.2
C 4.926330 2.127622 -0.614763 0.0 -0.2 0.1
C 5.122034 0.909153 -0.064604 0.5 -0.3 -0.1
C 3.988218 0.032377 0.331831 0.5 0.5 -0.4
C 2.807461 0.866500 0.702013 -0.4 0.2 0.3
H -2.263437 5.330789 0.061618 0.0 -0.3 0.1
H 3.459372 3.618643 -1.112764 -0.2 0.5 -0.1
H 5.772716 2.634851 -1.073861 -0.3 0.1 0.1
H 6.109774 0.467946 0.003560 0.0 0.0 -0.2
H 4.267322 -0.624995 1.155024 -0.2 0.0 0.0
H 2.129008 -0.606145 1.625513 -0.2 -0.5 0.1
F 3.541160 -1.670040 -3.358659 0.5 0.1 -0.4
C 2.413606 -1.134399 -2.908605 -0.2 0.0 -0.5
F 2.358504 0.155178 -3.293194 0.1 -0.2 -0.4
F 1.398463 -1.810761 -3.486335 0.1 0.5 0.2
S 2.251313 -1.274092 -1.126696 -0.8 -0.4 1.2
O 1.937252 0.352132 1.574045 0.0 0.1 -0.1
O 3.791273 -0.861681 -0.834159 0.5 0.5 0.0
N 2.411641 -2.355002 0.662675 0.1 0.0 0.3
S 1.068285 -3.068001 0.896195 0.1 0.5 0.2
O -0.076981 -2.414893 0.277695 -0.1 0.0 0.1
O 0.926467 -3.494704 2.264225 -0.2 -0.2 0.5
C 1.114662 -4.619252 -0.043901 -0.1 0.0 0.2
F 2.158719 -5.375273 0.296830 0.0 -0.2 0.0
F -0.004187 -5.336607 0.141936 -0.1 -0.2 0.1
F 1.199378 -4.321685 -1.328740 0.1 -0.2 -0.8
C -5.369516 -1.630749 -1.615191 1.0 0.5 0.3
N -4.406075 -1.911031 -0.527844 0.0 0.5 -0.3
C -4.422446 -3.052349 0.185461 -0.3 0.0 -0.3
C -3.523216 -3.279537 1.146349 0.2 0.0 0.4
C -2.587312 -2.236674 1.461262 -0.1 -0.6 -0.1
N -2.467552 -1.157549 0.673309 -0.1 0.3 0.2
C -3.395804 -0.935330 -0.328943 -0.5 -0.2 -0.7
O -3.391522 0.021822 -1.065445 0.0 -0.1 0.2
N -1.868699 -2.399317 2.550508 0.4 0.3 0.1
H -6.091381 -2.423083 -1.624225 -0.4 -0.3 0.0
H -4.840762 -1.583216 -2.576130 -0.1 0.0 0.3
H -5.825434 -0.651538 -1.432313 0.0 -0.3 -0.1
H -5.222875 -3.736504 -0.053269 0.0 -0.2 0.0
H -3.507236 -4.182650 1.734631 -0.1 0.0 0.0
H -1.777226 -3.297853 2.988620 -0.2 -0.1 -0.1
H -1.159998 -1.724070 2.804911 0.0 0.0 0.0
N -0.749917 0.163987 3.798717 0.2 0.0 0.0
C -0.735733 0.241496 2.645252 -0.2 0.3 0.0
O -1.228508 0.044636 -3.668263 0.2 0.1 0.5
C -0.917481 0.092995 -2.523665 -0.2 -0.2 -0.1
N -0.581933 0.117979 -1.377033 -0.1 0.2 0.1
```
Forces are in eV/Å.

Results of the Löwdin charge analysis, in e, for atoms 1 through 8:
1. Ru 1.43
2. O 0.11
3. C -0.49
4. O 0.06
5. C -0.03
6. C -0.55
7. Cl 0.82
8. N -0.03

[3]
The following is a DFT calculation (ωB97M-V with the def2-TZVPD basis set) of C20H14BF7O in the gas phase in a non-equilibrium geometry.

Values from the calculation:
HOMO-LUMO gap in eV: 3.29
Relative energy (zero: lowest compared OMol25 entry of this formula, charge and spin) in kcal per mole: 49.5
E_HOMO in eV: -5.531

```
43
Properties=species:S:1:pos:R:3:forces:R:3
F -2.589867 3.658597 -1.784617 0.2 -0.7 0.6
C -2.659460 2.338966 -1.420656 0.4 0.9 1.0
C -3.580844 1.576591 -2.078857 -0.8 -1.0 -0.7
C -3.696064 0.283305 -1.643801 0.2 -0.5 -1.5
F -4.326826 -0.653645 -2.398783 -0.1 0.1 -0.5
C -2.871281 -0.288668 -0.559230 -1.4 -1.0 1.3
C -1.717384 0.495081 -0.108502 1.0 -2.4 0.7
C -0.374388 -0.279961 0.246790 -1.0 -1.0 -2.3
C 0.667937 0.471022 -0.521378 2.1 -1.7 -1.2
C 1.712824 -0.271987 -1.065108 -2.0 0.4 1.5
C 2.938109 0.344866 -1.534957 0.1 0.2 -0.1
C 4.058800 -0.487006 -1.727480 -0.6 0.9 -0.1
C 5.228270 0.130415 -2.114466 0.0 -0.2 -0.5
F 6.303561 -0.654257 -2.373627 -0.2 0.4 0.2
C 5.322592 1.497820 -2.331031 0.6 0.5 0.5
C 4.213307 2.291938 -2.085773 -1.1 0.0 0.1
F 4.260845 3.643287 -2.276997 0.4 -0.9 0.1
C 3.000615 1.750812 -1.675701 0.5 -0.4 -0.5
C -1.806964 1.826693 -0.437924 0.6 1.5 -0.1
H -4.140911 1.962467 -2.923199 0.0 -0.1 0.1
H -2.618221 -1.351510 -0.696217 -0.7 0.4 0.0
H -0.340606 -1.426032 -0.010461 -1.3 2.0 -1.9
H 0.567327 1.555961 -0.850386 0.1 -1.7 1.3
H 1.669340 -1.398584 -0.945066 0.3 1.6 -0.2
H 3.969824 -1.559840 -1.596225 0.2 0.2 0.0
H 6.273862 1.980193 -2.529285 -0.1 -0.2 -0.3
H 2.110504 2.383121 -1.545006 0.8 -0.3 -0.1
H -1.162311 2.566737 0.005974 0.5 0.1 -0.1
C -1.533591 -3.218753 3.979257 -0.4 -0.2 -0.1
C -0.808710 -2.105128 3.353883 0.5 0.7 -0.8
C -0.354525 -0.859699 3.742685 0.5 0.2 -0.6
C 0.312438 -0.243713 2.662199 0.0 -2.0 -0.1
C 0.300662 -1.201596 1.543307 -0.4 1.2 4.9
B -4.496569 -0.074168 0.034711 2.3 -2.2 1.1
F -4.944597 1.030364 0.585572 -0.4 0.4 0.3
F 1.549343 -1.790036 1.259644 -1.7 1.0 -1.0
F -5.114127 -1.282671 0.255038 0.1 1.6 -0.7
O -0.495556 -2.339899 2.047628 0.9 1.6 -1.4
H -1.351456 -3.225769 5.057703 -0.4 0.0 -0.2
H -2.609625 -3.195103 3.701161 0.4 0.2 0.5
H -1.178322 -4.154999 3.537477 0.2 0.1 0.2
H -0.416929 -0.457319 4.730150 -0.3 0.2 0.3
H 0.728957 0.732096 2.491533 0.0 0.1 0.5
```
Forces are in eV/Å.

Results of the Löwdin charge analysis, in e, for atoms 1 through 8:
1. F 0.05
2. C -0.23
3. C 0.09
4. C -0.28
5. F 0.08
6. C -0.03
7. C -0.09
8. C -0.08

[4]
The following is a DFT calculation (ωB97M-V with the def2-TZVPD basis set) of a molecular structure, C20H14BrGeIrN2O4S.

Values from the calculation:
HOMO-LUMO gap in eV: 6.20
Relative energy (zero: lowest compared OMol25 entry of this formula, charge and spin) in kcal per mole: 0.0
E_HOMO in eV: -7.928

```
44
Properties=species:S:1:pos:R:3:forces:R:3
Ir -0.783274 -0.181846 -0.513197 -0.3 0.4 0.5
O -1.893690 3.164247 -2.334888 0.0 0.1 0.0
C -1.484022 2.304501 -1.603808 0.1 -0.3 -0.1
O -1.284531 1.042676 -1.966306 0.0 0.2 -0.2
C -1.185058 2.583641 -0.139413 0.0 0.1 -0.1
C -1.144807 3.822308 0.469288 0.0 0.0 0.1
C -0.827104 3.879092 1.823842 0.0 0.0 -0.1
C -0.571522 2.710935 2.533434 0.0 -0.1 0.0
C -0.636786 1.509685 1.853258 0.0 -0.1 0.1
N -0.939189 1.485771 0.564400 0.0 -0.2 -0.2
C -0.425063 0.159862 2.476544 0.1 0.2 0.1
O -0.152006 0.021730 3.635478 0.0 -0.1 0.0
O -0.641935 -0.881172 1.638830 0.0 0.0 -0.1
H -1.355204 4.701584 -0.122668 0.0 0.0 0.0
H -0.773859 4.834307 2.327366 0.0 0.0 0.0
H -0.318127 2.708302 3.583659 0.0 0.0 0.0
S -0.854279 -3.514353 -3.846302 -0.1 -0.1 -0.1
C -0.842787 -2.491539 -2.618172 0.1 0.0 0.2
N -0.824782 -1.769475 -1.690670 0.0 -0.1 -0.1
Ge -1.269732 -2.456978 2.520735 0.0 -0.2 0.1
C -2.718911 -1.694755 3.546906 0.1 0.1 -0.1
C -2.669426 -1.678784 4.938257 0.0 -0.1 0.0
C -3.652071 -1.029090 5.671047 0.0 0.0 0.0
C -4.686163 -0.374971 5.017814 0.0 0.0 0.0
C -4.741101 -0.373342 3.630814 0.0 0.0 0.0
C -3.761842 -1.029332 2.900603 0.0 0.0 0.0
C -1.675783 -3.659261 1.084954 0.0 0.0 0.0
C -2.852157 -3.589147 0.338884 0.0 0.1 0.0
C -3.086697 -4.487856 -0.687296 0.0 0.0 0.0
C -2.147301 -5.467167 -0.978552 0.0 0.0 0.0
C -0.979587 -5.555931 -0.237039 0.0 0.0 0.0
C -0.746428 -4.656915 0.792903 0.1 0.0 0.0
H -0.088134 -2.944277 3.351887 0.0 0.0 0.0
H -1.854840 -2.169219 5.457899 0.0 0.0 0.0
H -3.603803 -1.024998 6.751846 0.0 0.0 0.0
H -5.449037 0.137365 5.589220 0.0 0.0 0.0
H -5.546622 0.135883 3.117948 0.0 0.0 0.0
H -3.816901 -1.011005 1.817521 0.0 0.0 0.0
H -3.594461 -2.827954 0.544857 0.0 0.0 0.0
H -3.991479 -4.413700 -1.275143 0.0 0.0 0.0
H -2.323015 -6.153173 -1.796098 0.0 0.0 0.0
H -0.245219 -6.316088 -0.467172 0.0 0.0 0.0
H 0.173983 -4.727082 1.361518 0.0 0.0 0.0
Br 1.564871 0.184722 -0.298860 0.1 0.0 -0.1
```
Forces are in eV/Å.

Results of the Löwdin charge analysis, in e, for atoms 1 through 8:
1. Ir 1.07
2. O 0.12
3. C -0.54
4. O -0.19
5. C -0.16
6. C 0.05
7. C -0.01
8. C 0.04

- Among the records above, which one has the lowest relative energy (zero: lowest compared OMol25 entry of this formula, charge and spin)?
  C20H14BrGeIrN2O4S

- Look up the relative energy (zero: lowest compared OMol25 entry of this formula, charge and spin) of the third one.
  49.5 kcal per mole